A) Entry from OMol25: 3 unconnected molecules or ions with the total composition C4H12O3 (ωB97M-V/def2-TZVPD).

XYZ file:
```
19
Properties=species:S:1:pos:R:3:lowdin_charge:R:1
C 0.35954 2.17420 1.04843 -0.11
C 0.99805 1.67983 -0.24306 -0.09
C 0.45085 0.56094 -0.89093 -0.44
C 1.07004 -0.05273 -2.03687 -0.06
O -0.76735 0.06681 -0.55322 -0.03
H -0.41142 2.87431 0.73610 0.07
H 1.14471 2.76597 1.64500 0.10
H -0.10577 1.44618 1.66571 0.03
H 1.87711 2.22602 -0.67039 0.11
H 0.92890 0.51188 -3.00911 0.11
H 0.65614 -1.00842 -2.25232 0.07
H 2.13838 0.17878 -2.15019 0.09
H -0.87376 -0.98905 -0.72194 0.15
O -0.03775 -0.98122 1.90198 -0.04
H -0.38417 -0.57929 1.17671 -0.08
H 0.75781 -0.49595 2.22054 0.07
O -1.70337 -2.51926 0.23928 -0.02
H -1.96052 -2.49132 1.13379 0.03
H -0.97061 -3.14313 0.25639 0.06
```

The HOMO energy is -8.0 eV. Its orbital gap is 8.65 eV. As for the SMILES: C/C=C(/C)O.O.O.

B) Entry from OMol25: 3 unconnected molecules or ions with the total composition C4H12O3 (ωB97M-V/def2-TZVPD).

XYZ file:
```
19
Properties=species:S:1:pos:R:3:lowdin_charge:R:1
C -1.08608 0.30285 -1.69688 -0.08
C 0.39064 0.02598 -1.51639 -0.11
C 1.08794 0.55057 -0.51375 -0.42
C 2.33662 -0.12740 -0.00371 -0.04
O 0.58472 1.51227 0.33691 0.03
H -1.24693 1.35508 -1.95328 0.08
H -1.59744 -0.39129 -2.35058 0.07
H -1.54530 0.24487 -0.70233 0.05
H 0.79023 -0.76980 -2.12552 0.10
H 2.02527 -0.72460 0.85811 0.07
H 2.68816 -0.87441 -0.71192 0.09
H 3.10404 0.59282 0.28385 0.08
H 1.36777 1.96262 0.69359 0.11
O -2.82683 1.14042 1.90267 -0.05
H -1.91042 1.43904 1.87336 0.03
H -3.03443 0.79510 1.04876 0.00
O 0.06163 -3.06704 0.67949 -0.06
H 0.55963 -2.24796 0.87423 0.02
H -0.53507 -3.10470 1.42651 0.03
```

The HOMO energy is -8.9 eV. Its orbital gap is 9.31 eV. As for the SMILES: C/C=C(/C)O.O.O.

Comparing the structures above, B) comes out on top by 18.0 kcal/mol.